35
Properties=species:S:1:pos:R:3:nbo_charge:R:1 method="wB97M-V/def2-TZVPD" charge=+2 homo_ev="-16.113 / -15.875" orbital_gap_ev="7.24 / 3.45" e_above_lowest_kj_mol=0.0 spin_multiplicity=5
C 2.3386 -3.0626 2.3786 -0.617
C 1.0288 -3.8323 2.2591 -0.608
H 2.8954 -3.1066 1.4299 0.206
H 2.9852 -3.4587 3.1769 0.259
H 2.0975 -2.0288 2.6948 0.204
H 0.4323 -3.5096 1.3979 0.178
H 1.2463 -4.8992 2.1428 0.241
H 0.4273 -3.7081 3.1663 0.232
C 1.9839 1.8604 -1.2167 0.167
C 2.2081 2.7199 -2.2853 -0.114
C 1.1844 2.9663 -3.1956 -0.136
C -0.0332 2.3395 -2.9817 -0.087
H 2.6692 1.6937 -0.3775 0.250
H 3.1880 3.1865 -2.3467 0.283
H 1.3473 3.6428 -4.0362 0.287
H -0.9130 2.5584 -3.5704 0.254
N 0.8646 1.0996 -1.1302 -0.482
C -0.1670 1.3659 -1.9749 0.271
C -1.3947 0.6923 -1.6436 0.185
N -1.2830 -0.1434 -0.5858 -0.471
C -2.3780 -0.6769 -0.0125 0.177
C -3.7741 0.3028 -1.7157 -0.152
C -3.6433 -0.4978 -0.5746 -0.080
H -2.2068 -1.2109 0.9214 0.275
H -4.4881 -0.9868 -0.0888 0.283
C -2.6528 0.9495 -2.2180 -0.067
H -2.7087 1.6643 -3.0344 0.256
H -4.7568 0.4111 -2.1853 0.286
Ru 0.6673 -0.3061 0.3393 0.978
I 3.0748 -0.5542 0.9883 0.314
F -0.5376 -0.1380 1.8825 -0.570
B -0.0143 1.0180 2.9757 1.392
F -1.1186 1.6163 3.4800 -0.507
F 0.6983 0.1992 3.8142 -0.526
F 0.7328 1.8334 2.1261 -0.561

37
Properties=species:S:1:pos:R:3:nbo_charge:R:1 method="wB97M-V/def2-TZVPD" charge=+2 homo_ev="-15.144 / -14.952" orbital_gap_ev="5.49 / 3.04" spin_multiplicity=4
H -0.4021 2.5832 2.0432 0.251
N -0.0045 1.4707 0.2867 -0.303
B 0.6055 0.6327 -1.9910 0.518
N 0.5113 1.7677 -0.9428 -0.332
C 0.8595 3.0656 -0.9696 0.046
Tc -1.0607 -0.5605 0.8253 1.133
H 1.3003 3.4794 -1.8677 0.258
C 0.5446 3.6246 0.2655 -0.289
H 0.6870 4.6382 0.5875 0.274
C -0.0069 2.5904 1.0354 0.025
H 1.0495 1.0254 -3.0310 0.025
C -1.1086 -2.5079 1.2559 -0.804
H -1.5404 -2.5787 2.2805 0.259
H -0.1468 -3.0360 1.2745 0.242
H -1.8044 -3.0865 0.6198 0.255
N -0.8050 0.0320 -2.1673 -0.310
N 1.4690 -0.4712 -1.3616 -0.224
N -1.5198 -0.5201 -1.1048 -0.345
N 1.0544 -1.0950 -0.2130 -0.192
C -1.5555 -0.0290 -3.2700 0.091
C 2.6723 -0.9404 -1.7298 0.096
H -1.1252 0.3453 -4.1878 0.265
H 3.1537 -0.5261 -2.6057 0.286
C -2.7766 -0.6106 -2.9506 -0.288
C 3.0466 -1.9144 -0.8138 0.010
C -2.7325 -0.9213 -1.5948 0.033
C 1.9936 -1.9951 0.1149 0.030
H -3.5980 -0.7880 -3.6142 0.278
H 3.9534 -2.4859 -0.7950 0.281
H -3.4567 -1.3835 -0.9403 0.250
H 1.8722 -2.6357 0.9775 0.270
H -1.8690 0.8661 0.8078 0.187
N -0.1863 -0.1730 2.5244 -0.630
C 0.0616 0.1088 3.6495 0.707
N 0.6925 0.4475 4.6868 -0.482
C 0.2227 0.6768 5.8979 0.363
N -0.0506 0.9042 7.0178 -0.234

29
Properties=species:S:1:pos:R:3:nbo_charge:R:1 method="wB97M-V/def2-TZVPD" smiles=CC(C)(C)C#CP(Cl)Oc1ccccc1 homo_ev=-8.694 orbital_gap_ev=9.31 e_above_lowest_kj_mol=332.2
C 3.3952 0.1341 -0.8279 -0.566
C 2.3805 -0.3882 0.1582 -0.200
C 2.3598 -1.8952 -0.2536 -0.581
C 2.6571 -0.2532 1.6303 -0.593
C 1.3419 0.4789 -0.2646 0.101
C 0.8569 1.6032 -0.5361 -0.463
P -0.4355 2.7608 -0.0256 1.107
Cl -0.0372 4.3158 -1.1145 -0.241
O -1.6156 1.9921 -1.0015 -0.789
C -2.2475 0.7582 -0.5231 0.335
C -2.2272 -0.6037 -1.0406 -0.257
C -3.4287 -1.3029 -0.6700 -0.221
C -4.3759 -0.7240 0.2218 -0.228
C -4.0913 0.3565 1.0072 -0.218
C -2.8764 0.9179 0.7057 -0.265
H 3.2063 -0.2377 -1.7747 0.215
H 3.2626 1.2679 -0.8863 0.229
H 4.4905 0.0220 -0.4066 0.207
H 3.3829 -2.2873 -0.0693 0.219
H 2.0893 -1.9398 -1.4062 0.213
H 1.5700 -2.3379 0.4153 0.213
H 2.0436 -0.9660 2.2387 0.218
H 2.2339 0.7189 1.8603 0.228
H 3.7289 -0.3954 1.7801 0.220
H -1.4361 -0.9179 -1.6808 0.236
H -3.7444 -2.2914 -1.0770 0.227
H -5.3318 -1.1734 0.3659 0.209
H -4.7237 0.6395 1.8914 0.230
H -2.4282 1.7486 1.2834 0.216

69
Properties=species:S:1:pos:R:3:nbo_charge:R:1 method="wB97M-V/def2-TZVPD" charge=-2 homo_ev=-5.208 orbital_gap_ev=6.77 e_above_lowest_kj_mol=624.0
K 15.7523 21.0086 -14.3331 0.994
C 18.4685 20.8583 -8.7809 0.770
F 17.6168 19.9809 -9.2839 -0.325
F 17.9000 22.0538 -9.1054 -0.327
F 18.4956 20.5211 -7.4646 -0.320
S 20.2815 20.7862 -9.5351 2.101
O 21.1364 21.7860 -8.8589 -0.912
O 20.6905 19.3965 -9.3561 -0.903
N 19.9285 21.2883 -11.1346 -1.148
S 21.3153 21.3013 -11.8322 2.148
O 22.4296 20.6407 -11.1837 -0.929
O 21.0554 20.9670 -13.2608 -0.973
C 21.9037 23.1659 -11.9543 0.761
F 23.0113 23.1972 -12.7211 -0.315
F 20.8586 23.8244 -12.4133 -0.307
F 22.2221 23.5143 -10.6893 -0.318
C 9.3729 21.1617 -15.2470 0.752
F 9.1787 21.7213 -16.4876 -0.313
F 9.9915 21.9794 -14.3882 -0.323
F 8.1279 21.0644 -14.6930 -0.331
S 10.3592 19.4758 -15.3288 2.128
O 11.1237 19.2553 -14.1002 -0.936
O 9.3330 18.4567 -15.5239 -0.905
N 11.4202 19.7322 -16.5953 -1.164
S 10.6996 19.0375 -17.8211 2.159
O 11.1584 17.6557 -17.8671 -0.958
O 9.2654 19.2328 -17.9763 -0.916
C 11.6082 19.8373 -19.3356 0.761
F 11.0592 19.3420 -20.4284 -0.317
F 11.4364 21.1695 -19.3855 -0.320
F 12.8901 19.5098 -19.3195 -0.314
C 15.0871 28.6662 -15.3488 0.787
F 15.8891 28.3011 -14.2904 -0.326
F 13.7916 28.5659 -15.0405 -0.313
F 15.3098 29.9571 -15.6286 -0.315
S 15.3744 27.5343 -16.9263 2.070
O 15.2497 26.1694 -16.4621 -0.917
O 14.3681 27.9931 -17.9320 -0.896
N 17.0650 27.9257 -17.4216 -1.129
S 17.1000 27.4208 -18.8829 2.144
O 16.2092 26.2847 -19.1808 -0.952
O 17.0020 28.4735 -19.8924 -0.954
C 18.9592 26.7397 -19.0141 0.766
F 19.2130 26.5896 -20.3189 -0.317
F 19.8249 27.6200 -18.4821 -0.328
F 19.0112 25.6196 -18.2804 -0.319
C 15.6348 12.9758 -14.8559 -0.265
O 15.5653 12.6097 -13.4587 -0.525
C 14.5963 13.3673 -12.7617 -0.091
C 13.1894 12.7312 -12.7676 -0.083
O 13.1302 11.5601 -11.9985 -0.522
C 12.0124 10.7628 -12.3616 -0.081
C 12.0162 9.3687 -11.8007 -0.067
O 13.3384 8.9138 -11.6292 -0.520
C 13.3812 7.6272 -11.0351 -0.246
H 16.5702 12.5272 -15.1906 0.189
H 15.8201 14.0355 -15.0314 0.179
H 14.8143 12.4978 -15.3911 0.177
H 14.3733 14.3900 -13.0657 0.177
H 14.8860 13.3395 -11.7112 0.195
H 12.9362 12.4351 -13.7856 0.159
H 12.3561 13.3713 -12.4777 0.171
H 12.0110 10.4993 -13.4193 0.162
H 11.0470 11.1908 -12.0915 0.169
H 11.4191 8.6341 -12.3410 0.162
H 11.4940 9.4057 -10.8446 0.144
H 12.9338 7.6345 -10.0412 0.160
H 14.4486 7.4454 -10.9090 0.197
H 12.8482 6.8959 -11.6427 0.160